1.
# C16H26CeIOP2

C16H26CeIOP2 as an isolated structure at a distorted geometry (the ωB97M-V functional and the def2-TZVPD basis, the Open Molecules 2025 dataset).

Structure (XYZ):
```
47
Properties=species:S:1:pos:R:3:forces:R:3
C 2.92838 3.83885 -4.75898 0.058 0.404 0.031
I 2.08337 2.20864 -3.51599 0.425 0.453 -0.593
H 2.50562 4.77610 -4.39280 0.000 -0.338 0.053
H 2.66144 3.68220 -5.80774 -0.187 -0.363 0.434
H 4.01557 3.83687 -4.64711 -0.334 -0.300 0.238
Ce 0.27633 1.30532 -0.51429 -0.264 1.894 0.345
P -1.71719 0.57087 -2.20624 -0.909 -0.264 -0.752
C -1.70750 -0.51221 -3.64650 -0.180 -0.310 -0.491
C -3.20253 0.24479 -1.19144 -0.194 -0.052 0.031
H -4.14694 0.33895 -1.74029 0.270 0.037 -0.086
H -2.87347 2.39301 -3.36125 0.087 0.031 0.090
H -3.24601 0.92824 -0.33507 0.105 0.004 -0.167
H -1.96066 3.02907 -1.99746 -0.109 -0.177 0.023
H -1.57725 -1.55017 -3.31473 -0.096 0.207 -0.004
H -3.13197 -0.75883 -0.76598 0.082 0.034 -0.143
C -1.92811 2.29644 -2.81735 -0.131 0.102 -0.175
H -2.62567 -0.44784 -4.25035 0.257 0.030 0.256
H -1.11592 2.61458 -3.48275 -0.134 -0.291 0.065
H -0.84980 -0.27076 -4.28899 -0.195 0.054 0.167
P 2.46337 0.64691 0.95826 0.936 -0.239 0.778
C 3.86398 -0.41899 0.56712 0.511 -0.244 0.020
C 3.06760 2.38855 0.96619 0.194 0.056 0.023
H 1.11468 1.03233 2.94861 0.097 -0.012 -0.135
H 2.71138 0.45078 3.43583 0.014 0.022 -0.372
H 1.49064 -0.65520 2.73903 0.125 0.034 -0.081
C 1.92320 0.34421 2.67851 0.085 0.013 0.241
H 2.26769 3.10622 1.20469 0.045 -0.193 0.106
H 3.84242 2.51233 1.73002 -0.110 0.060 -0.086
H 4.69395 -0.32256 1.28298 -0.291 0.000 -0.182
H 4.23938 -0.19023 -0.43976 -0.095 0.041 0.246
H 3.48683 2.69641 0.00024 -0.008 -0.240 0.107
H 3.52625 -1.46344 0.55407 0.031 0.221 0.091
C 1.28853 -0.71641 -1.80592 2.110 -3.713 -2.778
O 1.76260 -1.57417 -2.42539 -1.982 3.358 2.608
C -0.53735 -0.41613 0.71601 -1.346 -3.158 2.919
C -0.95027 -1.26389 1.58544 0.804 2.657 -2.339
C -1.53351 -2.12413 2.56952 -0.256 -0.641 0.953
C -0.74088 -2.91860 3.44777 -0.462 0.036 -0.364
C -1.36288 -3.85178 4.29869 0.853 0.365 -0.295
C -2.74539 -3.93604 4.40878 -0.041 0.361 -0.283
C -3.52845 -3.05059 3.66481 0.382 0.120 -0.387
C -2.94595 -2.19909 2.72788 -0.076 0.455 -0.566
H 0.35459 -2.80730 3.43722 -0.629 -0.281 -0.058
H -0.71209 -4.51501 4.86422 -0.234 0.141 0.038
H -3.23053 -4.66851 5.05491 0.278 0.241 -0.098
H -4.60064 -3.04320 3.78478 -0.091 -0.062 -0.060
H -3.59681 -1.56659 2.08081 0.606 -0.552 0.632
```
Forces are in eV/Å.

Computed properties:
gap between HOMO and LUMO (spin up / spin down) = 6.511 / 6.568 eV
charge = +2
total energy = -58651.414 eV
spin multiplicity = 2
F_max = 5.09 eV/A

Mulliken population analysis, charges in e, atoms 1 to 2: number 1, C, carries -0.78; number 2, I, carries 0.09

2.
# C16H26Cl3FHfNO11P2

C16H26Cl3FHfNO11P2 as an isolated structure at a distorted geometry (the ωB97M-V functional and the def2-TZVPD basis, the Open Molecules 2025 dataset).

Structure (XYZ):
```
61
Properties=species:S:1:pos:R:3:forces:R:3
Hf 0.44249 0.27630 0.16092 -0.085 0.844 0.587
C -3.06807 1.50358 0.45572 -0.042 0.095 0.026
O -1.69342 1.87396 0.38415 0.009 -0.203 -0.169
C -1.50259 3.21385 0.78697 -0.196 0.043 -0.013
C -0.07113 3.56053 0.50676 0.219 0.055 0.109
O 0.80616 2.51633 0.97039 -0.107 -0.184 -0.079
C 1.15909 2.57457 2.36440 -0.007 0.135 -0.135
C 0.21061 1.73602 3.19897 -0.107 -0.132 0.031
O -0.27324 0.64890 2.41094 0.127 -0.156 -0.035
C -1.03756 -0.26844 3.21827 0.070 0.100 -0.008
H -3.64426 2.07139 -0.27787 -0.001 0.008 0.010
H -3.14746 0.44556 0.24605 0.028 -0.009 -0.018
H -3.45536 1.70744 1.45831 -0.020 -0.019 -0.002
H -2.14452 3.88547 0.20637 -0.031 -0.008 0.025
H -1.77005 3.32566 1.84446 0.033 -0.002 0.015
H 0.09581 3.64142 -0.56110 0.003 -0.048 -0.037
H 0.21221 4.50001 0.98178 -0.002 0.022 -0.009
H 2.17454 2.20414 2.43674 0.015 -0.039 -0.001
H 1.14144 3.61407 2.69135 0.003 0.008 0.027
H 0.74262 1.34819 4.07143 0.000 -0.005 0.014
H -0.65332 2.30518 3.55090 -0.001 0.056 0.001
H -0.36185 -0.81070 3.87835 -0.016 -0.010 0.023
H -1.75907 0.30907 3.79938 -0.034 -0.053 0.008
H -1.54817 -0.96615 2.56598 0.007 0.018 -0.024
N -0.57654 -4.57576 0.74893 -0.024 0.031 -0.196
C -0.37066 -3.46222 -0.28427 -0.073 -0.175 0.098
C -0.27587 -4.03366 -1.68918 0.015 -0.011 0.031
P -1.82550 -2.30216 0.04146 0.132 0.165 0.227
O -2.80656 -2.46673 -1.18604 -0.081 -0.055 -0.258
O -2.43830 -2.81787 1.28657 0.146 -0.015 -0.112
O -1.29848 -0.86292 -0.01786 -0.210 -0.434 0.050
P 1.08897 -2.51023 0.25690 -0.155 0.224 0.234
O 2.25297 -3.57127 0.34955 0.048 -0.218 -0.225
O 1.35376 -1.43709 -0.78905 -0.072 -0.211 0.084
O 0.67808 -1.92280 1.56325 0.096 -0.096 0.014
H -1.30322 -4.20813 1.40809 -0.044 0.055 -0.021
H 0.27314 -4.82905 1.25600 0.046 0.058 -0.041
H -0.92892 -5.41455 0.28751 -0.073 -0.001 0.062
H -1.21253 -4.50103 -1.99586 -0.004 -0.009 0.016
H 0.53544 -4.76087 -1.76050 0.009 0.019 -0.015
H -0.05957 -3.22581 -2.38875 -0.002 -0.004 0.006
H -2.74732 -1.76711 -1.85166 -0.007 -0.009 0.031
H 3.10332 -3.28318 -0.01819 0.007 0.035 0.080
Cl 5.06679 -0.20861 2.05168 0.012 0.016 -0.003
C 4.55930 0.20530 0.42254 -0.076 0.100 -0.009
Cl 4.80661 -1.19588 -0.66015 -0.040 0.019 0.034
Cl 5.45885 1.58730 -0.18190 0.047 -0.007 0.003
C 3.04988 0.53114 0.36984 -0.117 -0.033 0.150
O 2.55840 1.06897 -0.62984 -0.008 -0.162 -0.042
O 2.30099 0.16555 1.33157 0.544 0.041 -0.095
F -0.62194 1.92007 -5.91865 -0.002 0.003 0.011
C -0.40128 1.60456 -4.63000 -0.013 -0.002 -0.078
C -0.89254 0.41301 -4.14003 0.014 0.006 0.027
C -0.66200 0.11185 -2.80335 -0.101 0.065 -0.067
C 0.03809 0.95444 -1.92876 0.072 0.033 -0.427
C 0.56159 2.11143 -2.51932 0.066 0.059 -0.003
C 0.33975 2.46150 -3.84455 0.012 -0.012 0.031
H -1.42430 -0.25790 -4.80276 0.000 0.005 0.019
H -1.01456 -0.85363 -2.45591 -0.017 0.010 0.025
H 1.22257 2.75566 -1.94936 -0.002 0.001 0.000
H 0.75664 3.36135 -4.27758 -0.008 -0.006 0.009
```
Forces are in eV/Å.

Computed properties:
gap between HOMO and LUMO = 8.385 eV
charge = +1
total energy = -101199.531 eV
F_max = 1.03 eV/A

Mulliken population analysis, charges in e, atoms 1 to 2: number 1, Hf, carries 2.90; number 2, C, carries -0.80

3.
# C16H26FO11S

A 5-piece molecular cluster, C16H26FO11S overall at a distorted geometry (the ωB97M-V functional and the def2-TZVPD basis, the Open Molecules 2025 dataset).

Structure (XYZ):
```
55
Properties=species:S:1:pos:R:3:forces:R:3
F -7.34413 -13.62707 46.09652 -0.208 0.264 -0.523
C -4.20698 -11.01998 46.85061 -0.023 -1.051 -1.985
C -5.45714 -10.83035 45.88091 6.216 9.216 2.891
C -6.38663 -9.64406 46.44651 1.086 -2.829 -9.630
O -6.21573 -8.63011 45.40234 -1.489 0.801 1.748
C -5.44410 -9.02994 44.41128 -0.622 5.735 -5.120
O -5.25076 -8.34266 43.34008 -0.719 -2.528 4.423
O -4.93638 -10.14040 44.62843 1.643 -5.862 1.239
H -4.51242 -11.06722 47.88907 -0.344 -1.088 0.112
H -3.61368 -10.11739 46.91042 0.059 0.574 -0.756
H -3.48775 -11.84143 46.46164 -1.470 1.086 1.051
H -6.03044 -11.53755 45.67886 -4.273 -7.062 -2.109
H -5.98890 -9.40370 47.24784 2.936 3.028 7.697
H -7.31836 -10.04110 46.41523 -3.111 -0.420 0.431
C -10.77033 -12.19553 43.41179 -0.281 -1.145 -0.083
C -9.58730 -11.49369 44.11277 2.214 -3.698 -3.334
C -8.47115 -11.35341 43.04011 2.892 -1.560 -2.412
O -8.50270 -9.98153 42.74161 2.187 0.221 -2.239
C -9.19572 -9.35299 43.62663 1.095 8.661 -3.408
O -9.34406 -8.10352 43.64318 0.480 -3.707 0.288
O -9.77607 -10.15861 44.33061 -5.337 -2.493 7.178
H -11.56130 -12.22231 44.10226 -1.697 0.886 0.838
H -10.78097 -13.35363 43.30300 1.325 1.890 -0.325
H -11.06406 -11.69522 42.45197 0.264 -0.507 0.925
H -9.12390 -12.11866 44.90548 -0.697 0.831 0.377
H -8.60067 -11.83386 41.94401 0.014 0.396 2.842
H -7.36480 -11.58314 43.38814 -2.396 0.152 -0.443
C -9.68117 -16.35654 47.35235 1.843 0.925 -2.246
C -10.18565 -15.97641 45.89944 4.273 -2.655 2.856
C -9.04754 -16.05663 44.90725 1.462 2.405 -1.000
O -9.51519 -17.03578 43.97973 0.332 -0.662 -0.889
C -10.70017 -17.56214 44.36306 1.042 -0.231 0.400
O -11.27348 -18.47666 43.83652 0.254 1.043 0.372
O -11.03052 -16.93989 45.50704 -3.797 -3.146 -1.275
H -10.48154 -16.43550 47.98370 -2.389 0.618 1.749
H -9.03351 -15.42605 47.58031 -0.281 -2.114 0.280
H -9.33854 -17.46093 47.44467 0.603 2.096 -0.733
H -10.69690 -15.11932 45.88500 -1.572 3.732 0.215
H -8.03662 -16.26751 45.36355 -1.216 -0.246 -0.538
H -8.88514 -15.06175 44.34935 -0.261 -1.472 0.811
C -6.40718 -14.12237 41.94269 1.350 1.908 -2.249
C -6.13779 -15.63522 41.91081 11.589 6.325 -3.200
C -5.02056 -15.75622 42.99855 1.757 -3.124 -4.135
S -4.09901 -14.30120 43.07212 -2.402 -0.669 -4.059
O -3.40637 -14.14656 41.82632 0.803 0.609 -0.523
O -3.44883 -14.26706 44.29119 2.466 0.680 3.776
C -5.58880 -13.34943 42.98440 -1.661 -2.566 3.263
H -7.38437 -14.21267 42.10693 -4.333 1.084 1.601
H -6.41420 -13.47646 40.97360 0.571 -1.788 1.135
H -5.56369 -15.83187 40.85146 -1.404 -0.010 2.561
H -6.78718 -16.27364 42.04358 -7.226 -5.735 1.244
H -4.35546 -16.67220 42.83824 -0.598 1.330 0.053
H -5.18844 -15.75790 43.97939 -2.333 -0.687 4.065
H -5.26881 -12.41350 42.77543 0.577 3.164 -1.258
H -6.07168 -13.28915 44.07125 0.808 -0.608 -1.949
```
Forces are in eV/Å.

Computed properties:
gap between HOMO and LUMO = 8.792 eV
charge = -1
total energy = -53083.579 eV
F_max = 13.59 eV/A

Mulliken population analysis, charges in e, atoms 1 to 2: number 1, F, carries -0.86; number 2, C, carries -1.43

4.
# C16H26N6O2S2

One molecule with the formula C16H26N6O2S2 at a distorted geometry (the ωB97M-V functional and the def2-TZVPD basis, the Open Molecules 2025 dataset).

Structure (XYZ):
```
52
Properties=species:S:1:pos:R:3:forces:R:3
C -5.50280 2.23493 -3.85937 0.940 -1.096 0.796
C -5.51477 0.58076 -3.61353 -3.601 -1.094 1.592
O -6.64531 0.00556 -3.17305 7.026 2.853 -2.774
N -4.20508 -0.13148 -3.87049 -3.252 1.619 -1.656
C -4.37717 -1.41621 -4.65382 0.786 -1.610 0.336
C -3.27394 -2.49093 -4.00223 -0.777 0.356 -0.543
C -3.43407 -2.51315 -2.35020 -1.089 -0.755 -0.683
C -2.86128 -3.95004 -1.80140 1.822 -0.272 -0.354
C -1.51635 -3.77569 -0.81278 -2.431 -0.495 -1.415
N -1.77458 -4.05008 0.56893 1.638 1.059 -3.814
N -0.73105 -3.89684 1.34083 3.148 1.017 -2.721
C 0.46545 -3.53746 0.63997 1.892 0.316 1.604
C 1.81267 -3.40465 1.63056 -0.493 -0.677 -0.709
C 2.85976 -2.24273 1.16629 0.912 1.023 0.463
C 2.84094 -1.02603 2.28975 -0.256 -1.625 1.037
S 2.91887 0.67723 1.48005 0.529 0.053 1.422
C 2.89862 1.86482 2.96697 -0.092 0.105 1.201
S 1.49732 1.88831 3.93351 2.654 -0.160 -1.431
N 4.13282 2.72092 3.14626 -3.089 -0.722 0.116
C 4.16508 3.44003 4.47673 0.541 1.153 0.602
C 3.31812 4.84312 4.38636 -0.009 0.187 1.799
O 3.94954 5.84503 3.47790 0.073 -2.762 -0.321
C 4.66749 5.18383 2.37627 -0.029 0.176 -1.314
C 4.09213 3.70030 1.96850 0.297 0.178 -0.900
N 0.72956 -3.30630 -0.74732 -1.558 -0.687 3.949
N -0.32430 -3.40410 -1.51380 -3.078 -1.193 2.779
H -5.89597 2.77603 -2.88440 0.538 -1.264 -2.225
H -4.36774 2.55842 -3.98507 -2.495 -0.522 -0.033
H -6.15664 2.44930 -4.80918 1.358 -0.317 1.990
H -3.57742 0.49599 -4.44666 -1.111 -0.755 1.177
H -4.17453 -1.21226 -5.80453 -0.419 -0.574 2.383
H -5.45428 -1.88572 -4.52094 2.227 1.310 -0.130
H -3.54020 -3.54527 -4.48476 0.674 2.108 1.257
H -2.18481 -2.20574 -4.33736 -2.067 -0.543 0.760
H -4.60441 -2.51129 -2.14297 2.474 0.197 -0.344
H -2.97393 -1.56939 -1.82678 -0.786 -2.005 -1.157
H -2.44538 -4.52569 -2.75884 -0.857 1.143 2.162
H -3.67266 -4.64857 -1.31592 1.737 1.681 -0.677
H 1.48685 -3.29539 2.77389 0.539 -0.117 -2.725
H 2.35416 -4.43855 1.54947 -1.031 1.861 0.113
H 2.65981 -1.74900 0.12767 0.066 -1.362 1.798
H 3.98420 -2.64632 1.14965 -2.653 0.718 -0.084
H 1.82522 -1.14274 2.87135 2.109 0.585 -0.987
H 3.76105 -1.24100 3.01281 -2.096 0.887 -1.418
H 5.29885 3.73653 4.70018 -2.396 -0.609 -0.660
H 3.85256 2.74540 5.39166 0.325 1.545 -2.330
H 2.17876 4.69699 4.13902 2.364 0.102 0.171
H 3.35882 5.33097 5.46814 -0.090 -0.934 -2.288
H 4.52960 5.87238 1.41424 0.245 -1.475 2.084
H 5.82657 5.15504 2.58739 -2.288 -0.203 -0.221
H 4.76573 3.24073 1.12696 -1.231 1.067 1.498
H 2.97808 3.72000 1.55408 2.358 0.529 0.823
```
Forces are in eV/Å.

Computed properties:
gap between HOMO and LUMO = 7.900 eV
SMILES string = CC(=O)NCCCCc1nnc(CCCSC(=S)N2CCOCC2)nn1
total energy = -51708.099 eV
F_max = 8.07 eV/A

Mulliken population analysis, charges in e, atoms 1 to 2: number 1, C, carries -0.77; number 2, C, carries 0.51